This record from the Open Molecules 2025 dataset describes C4H7N3 in the gas phase at a distorted geometry. The level of theory is ωB97M-V/def2-TZVPD.

```
14
Properties=species:S:1:pos:R:3:forces:R:3:mulliken_charge:R:1
N 2.456866 -0.611467 0.287306 -0.079 0.204 -0.038 -0.58
N -2.483213 -0.203276 -0.075688 -0.061 -0.306 -0.227 -0.56
N -0.609369 1.214695 -0.200006 -0.352 -0.187 -0.027 -0.02
C 1.164658 -0.090209 0.101131 -0.258 0.016 0.010 0.61
C -0.001177 -0.888158 0.005486 -0.099 -0.134 -0.083 -0.69
C 0.772013 1.259062 0.010826 -0.431 -0.302 0.370 -0.58
C -1.084918 -0.028859 -0.130336 0.091 0.045 -0.135 0.04
H 0.769185 1.932422 0.858925 1.888 0.796 -0.206 0.16
H -2.883877 -0.408686 -0.979389 -0.129 -0.111 -0.061 0.25
H -1.142035 2.052072 -0.362471 -0.274 -0.195 0.352 0.21
H -2.721784 -0.942887 0.573305 -0.026 0.006 -0.157 0.25
H -0.055285 -1.963654 0.100306 0.010 0.068 -0.120 0.38
H 2.639650 -1.402176 -0.323456 -0.119 0.129 0.269 0.27
H 3.179282 0.081118 0.134062 -0.162 -0.029 0.053 0.25
```
Forces are in eV/Å.

Computed properties:
- Gap between HOMO and LUMO: 8.42 eV
- Energy relative to the best compared isomer or geometry (same formula, charge and spin): 1.140 eV
- E_LUMO: 1.0197 eV
- SMILES string: Nc1c[nH]c(N)c1

***

This record from the Open Molecules 2025 dataset describes a molecular structure, C22H25AuBrN5O4PS2. The level of theory is ωB97M-V/def2-TZVPD.

```
61
Properties=species:S:1:pos:R:3:forces:R:3:mulliken_charge:R:1
Au -0.140246 1.527370 -0.312032 0.301 0.239 0.117 0.26
Br -4.973577 -2.453976 -5.001699 -0.132 -0.113 -0.173 -0.10
S -0.521967 1.388194 1.954310 -0.210 -0.177 -0.044 -0.43
S 1.265819 1.722332 4.555106 -0.071 -0.019 0.091 -0.11
P 1.226705 2.122853 2.563112 0.044 0.001 -0.145 0.59
O 1.282503 3.673910 2.444945 0.068 0.348 0.052 -0.32
O 2.529695 1.516314 1.981408 0.275 -0.095 -0.153 -0.23
O -2.070000 -0.594756 -0.212175 0.178 -0.570 0.720 -0.44
O -2.713217 1.137043 -2.000641 -0.028 0.384 0.030 -0.18
N 0.444875 1.628477 -2.256767 -0.287 0.031 -0.075 -0.42
N 2.472250 1.326853 -3.555112 0.193 0.003 -0.662 -0.69
N -1.955988 -2.921087 0.708317 0.204 0.403 0.154 -0.34
N -2.829945 -4.690100 -0.278441 -0.051 -0.173 -0.004 -0.05
N 4.796787 0.888907 -2.824379 -0.025 0.024 -0.045 -0.55
C 2.884125 -0.248127 0.356013 -0.044 -0.061 0.047 -1.29
C 1.451028 1.477117 -2.849252 0.262 -0.075 0.424 0.71
C -2.097754 -6.433262 1.423718 -0.064 0.048 -0.124 -1.03
C -3.062446 -2.432088 -1.380696 0.192 0.276 0.267 0.97
C -1.673751 -4.031882 1.493318 0.063 0.345 -0.035 0.42
C 3.710566 1.100983 -3.161282 -0.302 0.002 0.326 0.57
C -2.709897 -1.037862 -1.220408 -0.258 -0.298 -0.470 0.10
C -4.081624 -1.854997 -3.494076 0.099 -0.134 0.221 -0.55
C -3.748170 -2.809909 -2.491136 -0.163 0.109 -0.321 -0.37
C -1.401524 -6.527367 2.606143 0.060 0.022 0.099 -0.42
C -2.973167 2.188704 -2.954287 0.021 -0.073 -0.032 -1.04
C -2.221249 -5.154892 0.880835 -0.110 -0.189 -0.135 0.57
C 1.064963 5.570917 1.017360 -0.082 0.023 -0.005 -1.49
C 3.282784 4.970964 2.067563 -0.021 -0.033 0.089 -1.49
C 3.085819 1.221236 0.636220 0.114 -0.152 -0.034 1.12
C -2.635824 -3.353253 -0.326417 -0.010 0.152 -0.077 -0.11
C -3.757570 -0.518096 -3.392875 0.030 -0.025 0.064 -0.46
C -3.082776 -0.080786 -2.258570 0.002 -0.433 0.109 0.68
C -0.962948 -4.138758 2.690024 -0.004 0.048 -0.008 -0.84
C 4.543373 1.608149 0.668264 0.041 0.068 0.106 -1.39
C 2.004823 4.468753 1.436637 0.073 0.037 0.031 1.45
C -0.838324 -5.396762 3.232351 -0.017 -0.042 -0.031 -0.57
H -2.458129 1.976611 -3.889505 0.041 -0.029 0.011 0.42
H -2.570598 3.088363 -2.506349 0.033 -0.001 0.029 0.21
H 4.998459 1.355204 -0.291309 -0.039 0.023 0.026 0.42
H 1.547864 6.195826 0.265322 -0.011 -0.006 0.013 0.40
H -4.051005 -3.837915 -2.636711 0.010 0.025 -0.075 0.52
H -1.830855 -1.446199 0.444313 -0.260 0.070 -0.340 0.62
H 3.903253 4.143688 2.411702 0.004 0.013 -0.016 0.33
H -0.530345 -3.263140 3.156159 -0.013 -0.041 0.007 0.50
H 3.048509 5.605779 2.923529 0.015 0.016 -0.038 0.38
H -1.279936 -7.497647 3.068739 0.013 0.017 -0.004 0.40
H 3.850550 5.554011 1.341401 -0.011 -0.008 0.015 0.37
H 5.057776 1.063405 1.461761 -0.001 0.000 -0.033 0.34
H 4.668805 2.677165 0.840846 0.006 -0.023 -0.018 0.24
H -3.331267 -5.248543 -0.947380 0.023 -0.022 0.008 0.23
H -0.291673 -5.530413 4.155837 -0.017 0.011 -0.003 0.40
H -2.516359 -7.307017 0.941992 -0.009 0.028 0.015 0.39
H -4.045615 2.289815 -3.113506 -0.026 -0.021 0.030 0.47
H 2.550282 1.827977 -0.091947 -0.112 0.044 0.008 -0.15
H 3.330176 -0.841923 1.155704 0.016 0.008 -0.037 0.42
H -4.026123 0.162287 -4.185981 0.010 0.034 0.019 0.57
H 2.221565 3.823811 0.584737 -0.009 -0.078 0.001 -0.19
H 0.807874 6.190613 1.877198 0.007 0.004 -0.026 0.36
H 1.826431 -0.501672 0.276495 -0.011 0.003 0.027 0.10
H 0.148264 5.158462 0.596166 0.015 0.007 -0.009 0.31
H 3.377947 -0.499670 -0.584611 -0.012 0.023 0.018 0.38
```
Forces are in eV/Å.

Computed properties:
- Gap between HOMO and LUMO (alpha / beta): 7.27 / 4.43 eV
- 2S+1: 3
- E_LUMO (alpha / beta): -3.4703 / -6.3065 eV
- Net charge: +1

***

This record from the Open Molecules 2025 dataset describes C24H32N6O4 in the gas phase at a distorted geometry. The level of theory is ωB97M-V/def2-TZVPD.

```
66
Properties=species:S:1:pos:R:3:forces:R:3:mulliken_charge:R:1
O -3.018489 -0.281878 3.190722 0.224 -0.076 0.208 -0.31
O 5.147762 0.824085 -3.333664 -0.125 0.129 -0.057 -0.40
O -2.420161 1.973948 -2.528722 0.022 0.010 0.011 -0.69
O 1.051971 -1.534746 -3.223119 -0.139 0.153 -0.280 -0.72
N 4.816921 -1.853247 -2.507435 -0.090 0.073 0.045 0.03
N -1.612891 1.767835 1.430342 0.235 -0.113 0.213 -0.33
N -0.128016 0.024306 1.154808 0.090 -0.038 0.068 0.09
N 1.519219 -1.645317 0.905803 0.354 -0.277 0.547 -0.78
N -2.780743 2.705388 -0.391294 0.123 -0.023 0.450 0.04
N 1.995176 -2.617743 -1.478811 0.099 -0.139 -0.004 -0.01
C 5.417668 0.422819 -2.011928 -0.105 -0.126 0.410 -0.84
C -4.074316 4.378143 1.371290 0.327 -0.323 0.086 -0.54
C -3.147994 3.501779 1.855948 -0.370 0.356 -0.049 1.04
C -2.785460 3.402648 3.299296 0.012 -0.039 -0.025 -1.35
C 4.479120 -1.456067 -3.863767 0.219 0.330 -0.057 -0.32
C -2.477391 2.623840 0.948217 -0.001 -0.090 -0.179 0.07
C 5.341966 -0.246552 -4.229853 -0.061 -0.319 -0.247 -0.80
C 1.195540 -1.683950 -2.018598 0.118 -0.277 0.146 0.13
C -4.360129 4.426068 -0.010165 0.131 -0.187 -0.293 -0.68
C 0.456560 -0.812406 -1.047443 -0.517 0.482 -0.482 0.50
C -0.853213 -1.318772 3.106316 -0.296 0.201 -0.259 -0.54
C -0.110914 -0.073575 2.606061 0.029 -0.210 0.539 -1.75
C 4.342281 -3.156831 -2.107501 -0.291 -0.145 -0.088 -1.02
C -2.123133 1.861730 -1.359199 0.175 -0.263 -0.171 -0.26
C -3.704454 3.592227 -0.852694 -0.560 0.541 -0.248 -0.47
C 0.661496 -0.850839 0.391060 -0.081 0.152 0.036 0.79
C 2.838853 -3.460923 -2.281881 0.303 -0.011 -0.219 -1.04
C 4.533852 -0.756969 -1.599858 0.292 0.350 -0.123 -0.07
C -5.312268 -1.165081 2.985599 0.384 0.207 -0.060 -1.47
C -4.295562 -0.081569 2.631367 -0.289 0.020 -0.045 0.06
C -0.438260 0.056120 -1.588650 0.306 -0.304 0.130 -1.17
C -0.983515 0.925165 0.601124 -0.513 0.619 -0.788 0.36
C -2.304356 -1.364259 2.635503 0.137 -0.214 0.083 -0.79
C -1.177433 0.953623 -0.785011 -0.002 0.010 0.439 1.13
H -5.065565 -2.109087 2.506327 -0.037 -0.109 -0.029 0.35
H -0.361739 -2.228923 2.757700 -0.004 -0.024 0.071 0.37
H -5.089333 5.119496 -0.393918 -0.045 0.026 -0.117 0.42
H 6.475109 0.129140 -1.920215 -0.084 0.024 0.035 0.39
H 5.077938 0.133269 -5.218119 0.041 -0.065 0.016 0.37
H -2.789226 2.359750 3.608548 0.014 -0.058 0.117 0.20
H 4.612031 -3.292505 -1.056228 0.052 -0.084 -0.018 0.47
H -1.774599 3.778878 3.449733 0.092 -0.006 0.092 0.35
H -4.594326 5.043592 2.043666 -0.029 0.044 0.123 0.45
H -0.838141 -1.306981 4.196430 0.045 -0.068 0.047 0.54
H 0.922358 -0.073974 2.965318 -0.084 0.078 -0.069 0.51
H 1.627912 -1.612045 1.910180 -0.199 0.171 0.007 0.22
H -2.348994 -1.317804 1.535568 -0.027 -0.034 0.051 0.40
H 2.099309 -2.590739 -0.463677 -0.055 0.029 -0.093 0.36
H 4.704017 -2.281375 -4.542551 -0.023 -0.003 -0.069 0.43
H 2.541531 -3.317845 -3.323282 0.030 -0.128 0.100 0.49
H 5.224533 1.293648 -1.382423 0.037 -0.057 0.014 0.37
H -3.853520 3.563044 -1.922306 0.029 -0.025 0.051 0.48
H -0.582622 0.069310 -2.659237 0.067 -0.055 -0.078 0.62
H -0.617410 0.814435 2.982034 0.229 -0.163 0.013 0.53
H 2.670993 -4.508281 -2.006284 0.018 0.034 -0.105 0.37
H 6.402122 -0.545371 -4.220966 -0.089 0.011 -0.038 0.38
H -4.214544 0.007502 1.535682 0.021 0.054 0.080 0.21
H -4.629902 0.878802 3.032556 -0.016 -0.026 -0.110 0.25
H -6.298677 -0.856836 2.650703 -0.134 -0.007 -0.044 0.45
H 4.772891 -1.060639 -0.578629 -0.033 0.022 0.030 0.46
H -3.472901 3.978127 3.912646 -0.045 0.054 0.040 0.39
H 4.893677 -3.896117 -2.699344 -0.032 -0.085 0.107 0.37
H -5.334751 -1.312332 4.062530 -0.043 -0.027 0.107 0.32
H -2.747405 -2.320543 2.949230 0.043 0.092 -0.101 0.51
H 3.416722 -1.183172 -3.964499 0.050 -0.089 -0.039 0.13
H 3.482826 -0.433426 -1.641031 0.068 0.017 0.072 -0.04
```
Forces are in eV/Å.

Computed properties:
- Gap between HOMO and LUMO: 7.38 eV
- Energy relative to the best compared isomer or geometry (same formula, charge and spin): 3.322 eV
- E_LUMO: -0.4900 eV
- SMILES string: [H]/N=c1/c(C(=O)NCCN2CCOCC2)cc2c(=O)n3cccc(C)c3nc2n1CCCOCC

***

no.,DFT total energy (eV)
1,-8730.53893
2,-143548.54090
3,-42538.97975